74
Properties=species:S:1:pos:R:3:forces:R:3 method="wB97M-V/def2-TZVPD" total_charge=-1 de_lowest_kcal_mol=8.6 homo_ha=-0.13375 e_lumo_ev=2.216
C 1.321359 0.042383 1.511320 0.4 -0.2 -0.2
Si 1.003909 -1.219749 2.836571 -0.8 0.5 -0.1
C 0.610388 -2.923502 2.198038 0.2 -0.3 -0.3
C 2.334005 -1.275266 4.139571 0.1 0.0 0.1
O -0.439104 -0.649737 3.602297 1.0 -0.7 -0.6
N -1.568846 -1.196117 2.923877 0.9 0.0 0.9
O -2.369104 -0.125399 2.600648 0.5 2.0 -0.2
Si -2.228081 1.370725 3.462397 0.0 -1.3 -0.2
C -0.785047 2.348484 2.820167 0.0 0.5 0.1
C -3.906457 2.041092 3.012831 -0.1 0.4 0.0
C -2.111099 1.061399 5.301459 0.0 0.5 0.4
C -2.253924 -1.966182 3.914165 0.5 -0.2 1.0
C -1.612412 -2.521657 4.963743 -0.8 -0.1 -1.2
C -3.691834 -1.891603 3.684650 -1.2 -0.4 0.5
C -4.583514 -1.889161 4.771724 0.2 0.5 -0.7
C -5.898380 -1.451942 4.576314 0.1 -0.3 -0.1
C -6.353232 -1.170332 3.284680 -0.1 0.0 0.0
C -5.505618 -1.325528 2.180048 0.3 -0.1 0.3
C -4.168746 -1.655163 2.386447 -1.0 -0.8 0.1
H 2.142863 -0.288040 0.863922 -0.1 0.2 0.0
H 0.434184 0.164085 0.877323 0.2 -0.1 0.1
H 1.583012 1.023150 1.927202 0.0 -0.2 -0.1
H 1.293857 -3.189781 1.379308 -0.1 0.0 0.2
H 0.706619 -3.687306 2.980064 0.0 0.1 -0.1
H -0.417933 -2.943271 1.811511 0.4 0.0 0.1
H 3.291214 -1.488450 3.637136 -0.2 0.1 0.2
H 2.428825 -0.319303 4.674795 0.0 -0.3 -0.1
H 2.148595 -2.075922 4.871078 0.1 0.2 -0.2
H -0.963854 3.410917 3.048881 0.1 -0.1 -0.1
H 0.159715 2.070819 3.306871 -0.3 0.0 -0.1
H -0.665634 2.250107 1.732594 -0.1 0.0 0.3
H -3.976758 3.109490 3.263496 -0.1 -0.2 -0.1
H -4.105351 1.917879 1.939639 0.1 0.1 0.2
H -4.695312 1.510106 3.564198 0.2 0.0 -0.1
H -2.267760 2.034138 5.796505 0.0 -0.2 0.0
H -2.887156 0.379413 5.674612 0.2 0.1 -0.2
H -1.124303 0.689521 5.608218 -0.3 0.1 -0.2
H -2.223192 -3.015418 5.707259 0.3 -0.3 0.0
H -0.533694 -2.590085 4.984947 -0.2 0.3 0.4
H -4.195378 -2.149903 5.756940 -0.2 0.3 -0.2
H -6.555315 -1.332409 5.440955 0.1 -0.1 -0.3
H -7.384531 -0.848592 3.129050 0.3 -0.1 0.1
H -5.847385 -1.159048 1.157215 -0.1 0.0 0.4
H -3.511613 -1.799239 1.535773 -0.1 0.2 0.2
O 4.150828 5.163426 -3.296875 -0.3 -1.4 -0.7
C 3.870038 4.195600 -3.860657 -0.2 1.9 0.7
Co 3.459862 2.750337 -4.856517 3.0 -0.5 3.8
C 4.710914 3.175178 -6.068140 0.1 0.7 -1.5
O 5.523908 3.528520 -6.807937 -0.8 -0.6 1.0
C 4.226146 1.456176 -3.907956 1.5 -1.5 1.8
O 4.774951 0.678892 -3.250921 -1.0 1.1 -1.2
C 1.686057 2.710045 -5.232762 -3.1 1.3 -2.5
C 2.386379 1.710778 -5.878475 -2.0 -0.2 -0.5
C 2.388654 0.709460 -6.780956 0.2 -0.1 -0.2
C 2.810894 -0.628262 -6.416672 1.4 -0.6 -0.2
C 3.547769 -1.467477 -7.292507 -0.3 0.1 0.4
C 3.894024 -2.761215 -6.914321 -0.2 0.1 0.1
C 3.477597 -3.270430 -5.675902 0.0 0.1 -0.1
C 2.776694 -2.449162 -4.792816 0.3 0.1 -0.1
C 2.503129 -1.130035 -5.136299 -0.1 0.2 -0.2
Co 0.941389 2.368076 -3.384532 1.6 0.2 -0.7
C 0.939822 3.835232 -2.430590 -0.2 2.3 1.0
O 0.941156 4.794009 -1.778500 0.0 -1.1 -0.6
C 1.396424 1.031203 -2.351051 0.7 -2.3 0.7
O 1.691395 0.108997 -1.706450 -0.4 1.2 -0.6
C -0.716516 2.043468 -3.815084 -0.5 -0.5 -1.4
O -1.777780 1.772977 -4.196649 1.0 0.4 0.8
H 1.074582 3.478921 -5.727123 0.4 -0.2 0.1
H 2.100510 0.917731 -7.814351 -0.9 -0.3 0.4
H 3.882808 -1.044918 -8.242128 -0.1 -0.2 0.2
H 4.498630 -3.382221 -7.577932 -0.2 0.1 0.1
H 3.724460 -4.295614 -5.400780 -0.1 0.2 -0.1
H 2.458275 -2.824772 -3.821773 0.1 0.1 -0.1
H 2.029044 -0.450498 -4.423812 -0.1 -0.3 -0.3

72
Properties=species:S:1:pos:R:3:forces:R:3 method="wB97M-V/def2-TZVPD" total_charge=+2 de_lowest_kcal_mol=12.2 homo_ha="-0.47640 / -0.47740" e_lumo_ev="-5.665 / -5.668" spin_multiplicity=4
Cr 0.920011 1.254972 -0.830307 0.8 -0.2 0.1
C -0.977163 4.467250 1.234268 0.1 0.0 0.0
C -0.365408 3.530569 0.253529 0.0 0.0 -0.2
N 0.655837 2.774073 0.497651 -0.2 0.1 0.2
N 1.274461 2.871776 1.710177 0.1 -0.1 -0.2
C 2.175956 1.928630 1.888161 -0.2 0.1 0.1
N 2.902290 2.003746 3.020299 0.0 -0.1 0.0
S 2.475551 0.568999 0.839279 -0.1 0.1 -0.1
C -0.889702 3.437429 -1.135762 0.1 0.0 0.1
C -1.842487 4.297718 -1.642336 -0.1 0.0 -0.1
C -2.193769 4.193722 -2.984935 0.0 0.0 0.1
C -1.577307 3.244089 -3.778996 0.0 0.0 0.0
C -0.644667 2.400022 -3.197113 0.0 0.0 0.0
N -0.323264 2.484625 -1.908908 -0.2 0.1 0.0
H -0.494720 4.363725 2.199731 0.0 0.0 0.0
H -2.045824 4.262618 1.327016 0.0 0.0 0.0
H -0.869997 5.501949 0.901939 0.0 0.0 0.0
H 2.891548 2.868358 3.537624 0.0 0.0 0.0
H 3.699012 1.399601 3.125827 0.0 0.0 0.0
H -2.291402 5.048373 -1.008711 0.0 0.0 0.0
H -2.934435 4.861161 -3.404093 0.0 0.0 0.0
H -1.806267 3.152864 -4.830533 0.0 0.0 0.0
H -0.132931 1.636268 -3.769145 0.0 0.0 0.0
C 4.623444 1.941133 -2.945355 0.0 0.0 0.0
C 4.717536 0.772657 -3.694593 0.0 0.0 0.0
C 3.711092 -0.174018 -3.631375 0.0 0.0 0.0
C 2.604019 0.055818 -2.814030 -0.1 -0.1 0.1
C 2.512747 1.224281 -2.047593 -0.1 0.2 -0.1
C 3.530897 2.163660 -2.116210 -0.1 0.0 0.0
C 1.451418 -0.847667 -2.719765 0.1 0.1 0.0
C 1.307985 -2.046129 -3.460780 0.1 0.0 0.0
C 0.143633 -2.739778 -3.392189 0.0 0.0 0.0
C -0.937392 -2.246169 -2.614446 0.0 -0.1 0.0
C -2.202501 -2.875582 -2.587480 0.0 0.0 0.0
C -3.229840 -2.340369 -1.861882 0.0 0.1 0.0
C -3.024250 -1.148388 -1.136267 0.0 -0.1 0.0
C -1.803164 -0.527975 -1.135674 0.0 0.1 0.0
C -0.729833 -1.067897 -1.877481 0.1 0.0 0.1
N 0.486592 -0.423549 -1.905347 -0.3 -0.2 -0.2
H 5.415243 2.676753 -2.999868 0.0 0.0 0.0
H 5.576307 0.604427 -4.329263 0.0 0.0 0.0
H 3.793083 -1.077150 -4.221816 0.0 0.0 0.0
H 3.489599 3.065836 -1.516761 0.0 0.0 0.0
H 2.126095 -2.391584 -4.074191 0.0 0.0 0.0
H 0.018027 -3.662440 -3.945412 0.0 0.0 0.0
H -2.348110 -3.776344 -3.170130 0.0 0.0 0.0
H -4.203174 -2.810998 -1.862421 0.0 0.0 0.0
H -3.849738 -0.708509 -0.590356 0.0 0.0 0.0
H -1.670987 0.399633 -0.589946 0.0 0.0 0.0
C -0.792140 -2.081119 4.890337 0.0 0.0 0.0
N -2.013365 -2.043601 3.953522 0.0 0.0 0.0
C -2.111166 -3.405944 3.245012 0.0 0.0 0.0
N -0.903659 -3.713130 2.572246 0.0 -0.1 0.0
C 0.215998 -3.721323 3.513251 0.0 0.0 0.0
N 0.377776 -2.428251 4.173194 0.1 0.0 0.0
C 0.822814 -1.383940 3.243863 -0.1 0.0 -0.1
P -0.377974 -1.063338 1.856932 -0.2 0.0 0.2
C -1.887731 -0.930472 2.954488 0.0 0.0 0.0
C -0.650362 -2.853943 1.410850 0.0 0.1 0.0
H -1.021765 -2.823280 5.655325 0.0 0.0 0.0
H -0.708906 -1.092590 5.340749 0.0 0.0 0.0
H -2.853993 -1.906264 4.516428 0.0 0.0 0.0
H -2.954479 -3.347352 2.557500 0.0 0.0 0.0
H -2.317126 -4.137311 4.026977 0.0 0.0 0.0
H 1.131869 -3.967090 2.979853 0.0 0.0 0.0
H 0.035071 -4.486305 4.269671 0.0 0.0 0.0
H 1.774412 -1.682762 2.804546 0.0 0.0 0.0
H 1.003386 -0.452629 3.785512 0.0 0.0 0.0
H -2.788858 -0.932365 2.338783 0.0 0.0 0.0
H -1.849926 0.011693 3.503268 0.0 0.0 0.0
H 0.239454 -3.221383 0.896012 0.0 0.0 0.0
H -1.483375 -2.929525 0.707626 0.0 0.0 0.0

71
Properties=species:S:1:pos:R:3:forces:R:3 method="wB97M-V/def2-TZVPD" total_charge=0 de_lowest_kcal_mol=50.0 homo_ha=-0.22631 e_lumo_ev=-2.064
C 8.128796 2.400564 2.334536 0.5 -0.1 0.1
C 6.651906 2.560011 2.468284 -0.3 -0.2 -0.5
C 5.805264 1.743273 1.711205 -0.4 0.3 0.4
C 4.428586 1.973975 1.665229 0.3 0.4 0.1
C 3.565476 0.994178 0.924739 0.4 -0.1 -0.5
C 3.928494 3.097630 2.341255 0.1 -0.6 0.7
N 2.559677 3.456403 2.106961 -0.9 -0.2 0.8
C 1.480816 2.577742 2.449024 3.2 3.5 4.4
N 0.327409 3.348366 2.329791 0.2 -0.1 -0.6
C -1.059883 3.020107 2.318321 -1.7 0.6 0.6
C -1.531424 2.129843 3.275165 -0.6 -0.9 0.1
C -0.547347 1.182506 3.903827 0.4 0.1 0.2
C -2.903022 1.936700 3.499053 0.8 0.0 0.0
C -3.848320 2.755574 2.882157 0.5 0.2 0.5
C -5.282722 2.629678 3.325742 -0.3 0.1 0.0
C -3.368444 3.717363 1.982643 -0.4 -1.0 0.0
C -2.021739 3.766688 1.590522 0.1 0.2 0.5
C -1.713618 4.726126 0.485328 0.0 0.4 -0.3
C 0.709773 4.674538 2.210236 -0.4 0.3 0.2
C 2.035283 4.750235 2.162084 0.9 0.2 -0.7
C 4.715340 3.726735 3.337042 0.1 0.2 -0.5
C 4.129481 4.551640 4.445721 -0.3 0.7 0.4
C 6.099969 3.523646 3.316034 -0.3 -0.6 -0.4
H 8.628935 2.938958 3.137556 0.2 0.0 0.0
H 8.446111 1.353619 2.371631 -0.1 0.1 0.0
H 8.493314 2.800994 1.381409 -0.1 0.0 0.1
H 6.179303 0.903380 1.125576 0.2 0.2 0.2
H 2.775457 1.465104 0.323611 0.2 -0.2 0.2
H 4.252986 0.459272 0.254476 -0.5 0.0 0.0
H 3.124543 0.233681 1.596821 0.2 0.4 -0.2
H -1.094479 0.266674 4.177496 0.5 0.2 -0.6
H 1.844226 2.162680 3.480694 -0.7 1.8 -1.6
H -0.097454 1.509146 4.885024 0.2 0.1 -1.2
H -3.224071 1.153266 4.199361 0.1 0.3 -0.4
H -5.950546 3.222896 2.691279 0.1 -0.1 0.2
H -5.645741 1.590448 3.302045 0.3 0.3 -0.2
H -5.383319 2.964478 4.374235 0.0 0.0 -0.4
H -4.116663 4.373976 1.512936 0.6 -0.3 0.0
H -2.332405 4.535503 -0.398719 0.1 -0.2 0.2
H -1.981500 5.740656 0.818073 0.3 -0.1 -0.2
H -0.672613 4.699989 0.169955 -0.1 0.1 -0.1
H -0.035005 5.452395 2.203330 0.2 -0.1 -0.1
H 2.638237 5.652596 2.167717 0.0 -0.5 -0.5
H 4.847533 4.593883 5.285289 -0.4 0.0 -0.4
H 3.924514 5.599686 4.151399 0.0 -0.5 0.2
H 3.191673 4.115088 4.842343 0.4 0.2 -0.3
H 6.768462 4.077188 3.980028 -0.4 -0.1 -0.1
C -1.591188 -3.021778 1.086850 -0.6 -0.6 -0.2
N -2.180057 -1.732859 1.045057 1.2 1.8 0.0
S 0.677386 0.766773 2.499036 -4.1 -5.5 -0.6
C 0.985598 -0.939263 3.117331 0.1 -1.5 0.1
F 2.003437 -0.859520 4.037296 -0.7 -0.4 -0.6
F -0.082746 -1.507711 3.741072 1.3 0.6 -0.6
F 1.354970 -1.785369 2.127391 -0.1 1.2 1.0
S -2.413976 -0.760419 -0.145308 -0.7 -1.7 2.0
C -4.112883 -0.382635 0.365348 0.1 1.1 -0.9
C -4.999466 0.306360 -0.477037 0.3 -0.5 0.4
C -6.345736 0.349992 -0.124971 -0.3 -0.1 0.4
C -6.777881 -0.181697 1.101493 0.4 0.0 0.4
C -5.815401 -0.642676 2.031956 -0.6 0.3 -0.5
C -4.477616 -0.724111 1.657507 -0.8 0.0 0.3
O -1.776927 0.559365 -0.056597 0.3 -0.3 -0.4
O -2.418237 -1.449334 -1.432860 0.0 0.9 -0.1
H -1.374626 -3.240699 2.150634 0.1 -0.1 -0.5
H -2.342883 -3.782198 0.755208 0.7 0.1 0.0
H -0.674338 -3.131582 0.500221 0.1 -0.2 0.0
H -4.616448 0.782891 -1.382102 -0.2 -0.4 0.1
H -7.070274 0.789657 -0.806004 0.1 0.0 0.1
H -7.844918 -0.193239 1.365728 0.5 0.1 -0.2
H -6.105642 -0.936178 3.046587 0.0 0.0 -0.4
H -3.699022 -1.058867 2.338521 -0.3 -0.1 -0.3